No. 1
{"formula": "C13H52N22O13Sn", "method": "wB97M-V/def2-TZVPD", "symbols": ["H", "H", "N", "H", "H", "H", "N", "N", "H", "N", "H", "H", "N", "O", "H", "O", "H", "C", "H", "C", "H", "H", "H", "C", "C", "H", "N", "O", "H", "C", "N", "H", "O", "H", "C", "N", "H", "H", "N", "H", "C", "H", "H", "C", "H", "N", "N", "N", "C", "H", "H", "H", "C", "H", "N", "H", "O", "H", "N", "C", "H", "C", "H", "H", "O", "N", "H", "N", "H", "H", "N", "O", "H", "H", "O", "N", "O", "H", "H", "H", "H", "H", "N", "H", "H", "H", "H", "C", "N", "H", "H", "H", "O", "N", "H", "O", "H", "N", "O", "O", "Sn"], "coordinates": [[-0.95576, -2.89140, -3.67963], [0.04898, -3.99983, 4.03328], [-2.94947, 2.72037, 2.75631], [-1.28759, -2.89089, 4.21465], [5.30926, -2.70074, 1.66630], [-3.27198, 2.90507, -1.69012], [2.07706, 0.54120, -4.50743], [-0.82156, -4.53296, 0.22978], [1.23594, 1.09819, -4.55630], [-1.78997, -0.97637, -4.43417], [-2.47484, 2.91665, -3.28983], [-3.64263, 2.25886, 3.32784], [-1.78002, 1.98992, 4.34842], [2.05150, 1.04647, 2.57843], [0.59657, 3.47945, 2.05819], [2.74639, -1.39388, 0.53868], [-3.03437, 3.33272, 1.95762], [-5.36266, 1.25229, -2.19436], [-6.60644, 1.26845, -3.61494], [1.73285, 4.15076, 0.55197], [2.52761, 5.91431, 0.99042], [3.75637, 0.03811, 2.08309], [3.78009, 2.49899, -0.35388], [-4.22569, -3.69904, -1.49320], [-1.43352, 3.05643, -1.50802], [3.98356, -0.75141, -3.79604], [4.17269, -0.88198, 2.09788], [-3.44575, -3.99085, -0.60800], [-1.39432, -1.77419, -4.91066], [0.19420, -3.90904, -0.12714], [3.30453, -0.66866, -3.05296], [0.47662, 3.53595, -1.58146], [-0.02203, -2.77147, -0.51155], [1.79716, -3.42630, 3.36258], [3.74604, -1.75110, 1.20651], [1.64832, 0.80580, 4.82456], [2.00261, 1.03525, 5.74214], [-3.61505, 0.26854, 1.05439], [4.41511, -2.82978, 1.21470], [-1.65792, -4.19550, -0.22488], [2.29448, 0.17637, -3.25992], [-4.63599, -1.13440, 0.81754], [2.03138, -1.90164, 2.59284], [0.27787, -2.12779, 3.33382], [4.64096, 2.75058, -3.55973], [-0.36662, -3.09678, 3.85475], [2.16471, 5.34164, 0.24179], [-0.93264, -2.17634, -2.96671], [-1.68445, -1.12280, -3.12516], [-3.70099, -0.97400, 2.37530], [-2.66591, 1.75615, 4.77346], [-0.94481, 1.51626, 4.66173], [2.23067, 1.35495, 3.75537], [-0.70538, -5.51221, 0.44812], [4.32391, 2.71751, -2.60135], [-1.98141, -0.05293, -4.79572], [1.61034, 0.56765, -2.30849], [-5.48495, 2.32605, -2.33641], [-5.04610, -4.48024, -2.12370], [-1.76279, 2.31980, 3.08446], [2.17293, -4.02693, 0.19131], [-3.72304, -0.78755, 1.30159], [1.27504, -5.45675, 0.56783], [-0.35514, 3.25608, -3.15314], [-1.52584, 2.91201, -0.31995], [-4.29035, -2.49704, -1.96002], [-3.60128, -1.81044, -1.68824], [1.43788, -2.50911, 3.13948], [3.64126, 2.14920, 5.07911], [-5.59832, -4.08599, -2.87184], [-2.45224, 2.90455, -2.28015], [-0.81083, 2.32612, 2.33261], [-4.82497, -5.46531, -2.15266], [3.44620, -1.04558, -2.12670], [6.22633, 1.67770, -2.11156], [3.20449, 2.19580, 4.16963], [1.78605, 3.15082, -0.18585], [5.12826, 1.41554, 0.10937], [2.67271, 5.46008, -0.62308], [-2.80584, -2.40131, 0.81516], [1.14974, -0.07216, 4.79839], [3.75974, 2.70895, 3.49994], [4.66500, 2.04519, -0.53019], [4.33462, -3.49471, 0.45874], [-4.38015, 0.84353, -1.95838], [-4.88944, -2.43281, -2.77061], [4.86662, -1.14303, 2.78374], [5.16101, 2.11275, -1.72923], [1.25665, 4.18954, 1.77507], [1.43327, 5.02047, 2.32139], [-0.58236, -2.51879, -2.08346], [3.33710, 2.70443, -2.38655], [-2.59802, -1.46516, 0.77001], [-0.27684, 3.17561, -2.14940], [-6.00345, 0.91256, -1.38068], [-0.09217, -0.96413, 3.11581], [2.83738, 0.37723, -5.15174], [1.27874, -4.48695, 0.28574], [-5.74844, 0.85477, -3.49532], [-2.03786, -0.33915, -2.25358], [0.03174, 0.28412, 0.28204]], "largest_force_ev_per_a": 9.62, "e_lumo_ev": -5.016, "homo_ev": -12.9, "total_charge": 2}

No. 2
{"formula": "C13H52N26O13", "method": "wB97M-V/def2-TZVPD", "symbols": ["H", "N", "H", "C", "H", "N", "H", "C", "H", "O", "H", "O", "N", "H", "O", "H", "N", "H", "H", "N", "H", "H", "O", "C", "N", "N", "O", "N", "N", "H", "H", "H", "N", "H", "H", "H", "H", "H", "H", "H", "H", "H", "H", "H", "N", "H", "N", "O", "C", "O", "H", "C", "H", "N", "C", "N", "N", "H", "H", "H", "H", "C", "H", "H", "C", "C", "H", "N", "H", "H", "O", "H", "H", "O", "H", "N", "O", "H", "O", "H", "N", "H", "N", "H", "H", "H", "C", "O", "N", "H", "C", "N", "N", "H", "C", "N", "N", "N", "N", "H", "C", "H", "O", "H"], "coordinates": [[-0.51188, -1.13395, 0.79537], [-3.43574, -0.31597, 1.70139], [4.26722, 4.23649, 1.06670], [0.66434, -4.60387, 3.68926], [-3.08862, -4.05675, -3.03932], [-0.58956, 5.21437, 3.66739], [0.16624, -0.04785, 2.09361], [-1.39595, -3.34252, -2.36123], [-1.56571, 4.99774, 3.52489], [0.61946, 5.85994, -0.83081], [-2.23128, -0.70089, 6.16653], [-0.51597, -2.53283, -2.43823], [3.82632, 3.94658, 1.92790], [-4.65360, 2.52172, 1.58469], [-0.40489, 0.80675, 5.23973], [-0.82139, -1.06887, -7.77073], [2.45782, -3.06750, -2.43231], [-1.73832, -5.17851, -1.58095], [-3.13282, -2.66515, 3.67559], [-1.75994, 3.37287, 1.01950], [1.19931, -4.61420, 1.67723], [3.07108, 4.48510, 2.32751], [-2.93323, 4.05768, 2.78834], [-0.52503, -1.79475, -5.90333], [-2.46101, -3.26572, -3.01764], [-1.32206, -1.06426, 5.91878], [-0.08734, -4.14556, 4.57429], [1.45655, -5.68439, 3.86717], [-2.73150, 0.07092, -2.65084], [0.30670, 3.17099, -2.01760], [3.02587, 0.06663, -2.66529], [1.11072, 1.45631, 1.86481], [-3.90909, 2.91252, 1.02515], [0.28202, 2.37275, 4.25927], [3.29020, -3.11227, -1.86202], [4.49134, -0.90332, -2.31981], [1.64804, -2.47649, -2.30953], [-4.36784, -0.08953, 2.01766], [1.16052, -4.78153, -4.55015], [0.10841, -3.40351, 2.22945], [6.05501, -0.56738, -3.69016], [-0.19815, -0.21403, -4.68554], [5.83859, 0.67912, -4.99043], [-0.44560, 0.12323, -6.66654], [3.93080, -0.30774, -2.91240], [-1.76876, 2.72425, 0.24534], [1.75184, 3.88990, -0.63820], [1.38130, 0.95390, -0.56345], [-3.36375, 1.18919, -2.52071], [3.64482, 1.11547, -4.57721], [-4.51002, -1.54935, 3.44753], [2.42776, -4.02986, -3.24350], [-0.90058, 3.57680, 1.50942], [0.59111, -1.04324, 4.71841], [-2.91258, 3.52338, 1.68508], [3.16622, 2.17354, 2.99792], [1.38425, -3.99354, -3.95929], [-2.69635, -2.49336, -3.62442], [2.01164, -5.91237, 3.05476], [2.63873, 2.78288, 3.60666], [1.04731, -6.39603, 4.45554], [-2.83494, -1.36363, 2.31299], [-2.87736, 0.24699, 1.07578], [-4.87623, 0.71753, -3.89552], [0.63738, 0.38171, 0.20273], [0.40634, 4.34044, 3.60024], [-0.33503, -4.37352, -0.96984], [-0.13037, 3.23516, 3.93327], [-0.19185, 6.06623, 3.29825], [-1.75333, 0.00469, -2.40814], [4.85348, 2.11813, 1.53942], [-2.99037, -0.52471, -3.42435], [-3.81464, 2.72120, 0.03794], [3.29396, -4.90329, -3.31449], [-1.13825, 3.23587, 3.99871], [-0.64467, -0.85807, -6.79891], [-0.82177, -2.93891, -5.99998], [-0.21098, -1.09251, -0.90467], [-1.69635, -1.79341, 2.07909], [1.67465, 2.89656, -0.80379], [-0.09901, -0.66341, 0.00277], [-4.86934, 2.19297, -3.09401], [0.73186, -4.16621, 2.45240], [3.26263, 1.17797, 3.13806], [1.35426, -0.60687, 4.22112], [2.48841, 4.22266, -0.03253], [0.76768, 4.66439, -1.01840], [-3.09350, 2.07492, -1.77179], [-4.35720, 1.34727, -3.30043], [-1.24985, -2.07161, 5.93067], [4.37732, 0.42098, -3.91400], [-3.56872, -1.85868, 3.25166], [0.59533, 0.66086, 1.51593], [0.61445, -3.42050, -3.64442], [4.02152, 2.71835, 2.16660], [-1.14753, -4.35940, -1.56964], [-0.34719, -1.21279, -4.70430], [-0.16160, 3.94430, -1.56728], [5.55835, 0.17534, -4.16110], [-0.43930, -1.63942, -3.79348], [-0.38197, -0.41999, 5.28361], [0.73774, -2.02071, 4.92613], [1.59149, 4.60615, 3.47919], [-0.97821, 4.39320, -1.95681]], "largest_force_ev_per_a": 8.70, "e_lumo_ev": -0.623, "homo_ev": -8.7, "de_lowest_kcal_mol": 184.06}

No. 3
{"formula": "C13H52O13", "method": "wB97M-V/def2-TZVPD", "symbols": ["H", "H", "H", "H", "H", "H", "O", "H", "H", "O", "H", "H", "H", "H", "C", "H", "H", "H", "H", "O", "H", "O", "O", "H", "H", "H", "H", "O", "H", "O", "C", "H", "O", "H", "H", "H", "C", "H", "H", "H", "H", "H", "O", "H", "C", "H", "C", "H", "C", "H", "C", "H", "H", "H", "C", "H", "H", "H", "H", "H", "H", "C", "O", "H", "H", "O", "H", "C", "C", "H", "C", "H", "O", "H", "H", "H", "C", "O"], "coordinates": [[-2.30438, -1.73524, 1.80314], [2.84881, -1.36460, -2.60417], [-1.78575, 2.21761, -1.15252], [-2.44989, 0.59113, 2.27122], [1.07005, 0.98394, -1.74507], [-1.77019, -3.25167, -2.05627], [-0.78844, 1.71219, 2.09193], [1.55793, 2.99496, 0.29641], [2.81779, -0.78279, 0.04945], [-1.62831, -2.42199, -1.59464], [2.96209, 0.13497, -1.00152], [-0.04451, 0.71908, -0.78428], [0.14814, 3.00021, -2.34933], [-3.10882, -0.73929, -1.37903], [1.43279, 0.14143, -2.33388], [0.63465, 0.40299, 0.84902], [0.23856, -2.02054, -2.51910], [1.75090, 0.52957, -3.30149], [-0.33497, -3.29290, 0.27840], [0.08994, 4.01573, 1.53746], [0.07319, 3.28794, -0.47008], [2.47822, -2.22080, -2.83043], [0.05424, -1.68035, 1.41750], [0.69091, -0.31961, 1.90189], [4.02243, 0.32451, 0.78730], [-1.25227, 0.62076, 3.65071], [-3.00352, 2.68301, 0.10918], [-1.55718, -0.78456, -2.76472], [0.46706, -1.64913, 3.08468], [2.68458, 1.08379, -0.62100], [0.48960, 3.04357, 0.50715], [-3.28321, 0.61893, -2.46736], [1.52858, -0.05986, 3.75203], [0.21970, -3.26582, -1.18735], [-1.67855, 0.02803, 0.18587], [-0.44071, -0.93690, 1.06551], [-1.98214, 2.35842, -0.08965], [1.97541, -1.37712, 2.12728], [0.12304, 2.05415, 0.78060], [2.89290, -3.29786, -1.07752], [-3.74585, -1.69551, 0.68541], [1.43110, -3.73670, -1.93011], [-1.82373, 1.07382, 0.47308], [-0.52105, -3.53711, 1.98070], [-3.10840, -1.13865, 1.37218], [-1.33103, 1.10759, 1.29631], [0.18924, -0.04260, -0.04044], [2.25915, 0.49226, 1.20678], [2.99205, 0.21643, 0.44857], [-1.99437, 0.58845, -1.35095], [-0.19582, -2.33345, -1.56962], [0.95036, 2.04701, -1.14232], [-1.11017, -0.37505, 2.18308], [2.51541, 3.77949, -1.13996], [1.13455, 2.71960, -1.98005], [0.87889, -0.78245, -0.44678], [-4.10225, -1.44439, 2.93704], [0.09683, -1.56193, -0.85743], [-1.81404, -2.74728, 1.01735], [-1.20519, -1.55211, -2.30803], [3.15446, 1.86715, -0.32577], [-2.55360, -0.05976, -2.02562], [-1.00975, -0.66010, 0.21382], [2.42385, -0.24179, 4.04697], [0.70346, -0.64925, -2.50997], [-4.02342, -0.73991, 2.28967], [-0.45878, 4.70490, 1.15594], [-1.40203, 0.60079, 2.57123], [-0.73941, -2.83136, 1.17925], [-1.29538, 3.06799, 0.37184], [1.16340, -0.91150, 2.68580], [1.82421, 2.42954, -2.77273], [1.57740, 3.89625, -1.30761], [-0.12850, 2.05444, 2.69934], [-2.62938, -0.28242, 0.89730], [1.43074, -2.32054, -0.93720], [2.04842, -2.88912, -1.63239], [2.57960, -0.45840, -1.65208]], "largest_force_ev_per_a": 12.88, "e_lumo_ev": -0.127, "homo_ev": -8.2, "de_lowest_kcal_mol": 863.15}